38
Properties=species:S:1:pos:R:3:forces:R:3:lowdin_charge:R:1 method="wB97M-V/def2-TZVPD" homo_ev=-9.44 gap_ev=9.932 energy_ha=-767.22147 e_lumo_ev=0.5 de_lowest_ev=11.392
H -1.497912 -0.792663 2.669506 0.5 0.8 -1.2 0.02
H -2.654129 -0.447937 -0.384756 1.2 -2.3 1.7 0.03
C -0.497107 -0.747166 3.106564 0.9 -1.4 2.4 -0.11
C 2.020753 -1.112990 -0.230952 -1.2 2.2 5.5 -0.30
N 3.426185 -1.051326 0.324526 2.3 4.9 -0.5 -0.04
H -3.636134 0.184328 -1.702458 0.2 -0.6 0.7 0.09
C 0.963745 -1.737336 0.969394 0.5 1.6 -0.3 -0.39
N 0.258187 -0.213218 -1.589031 -1.3 4.2 1.5 0.10
C 0.043094 1.644281 -3.041736 -0.1 3.6 0.0 -0.39
C -1.994712 1.429949 -1.347610 -1.7 0.9 -2.3 -0.46
H -0.729153 -1.726994 3.787302 1.5 1.8 -1.4 0.08
H -1.286723 0.048386 -2.837662 -0.8 -0.2 -0.5 0.14
C 1.401585 -3.042153 1.660422 1.5 -1.1 -0.9 -0.13
H -0.523918 0.095057 3.913376 0.4 -1.3 -1.7 0.07
C -1.823586 2.301433 -0.183739 3.7 2.4 5.0 -0.16
C -2.979928 0.401421 -0.829843 -4.3 4.8 -2.4 -0.10
C -0.852213 0.724711 -2.129630 2.9 1.2 -0.4 -0.12
H -2.603115 2.200212 -2.074846 1.7 -2.5 0.8 0.19
H -0.073993 -1.126473 -1.714291 0.4 -1.5 0.4 0.10
H -0.698060 2.886793 -0.199404 -3.2 -1.7 0.3 0.14
C 1.308219 0.188238 -0.679497 -0.1 -1.0 -0.2 -0.43
O -0.380786 3.044535 -3.209369 0.6 -0.9 -1.4 -0.03
H 0.305576 -3.418641 2.156203 3.7 0.2 -1.2 0.13
H -0.077062 -1.785466 0.454267 1.8 -0.1 1.0 0.14
H 1.847152 -0.961092 2.873235 -2.0 -0.2 -0.9 0.08
H 1.292745 0.462519 1.942369 -1.8 -3.5 0.1 0.16
H 3.624052 -0.455240 1.449419 -1.7 -2.1 -4.7 0.18
H 2.297081 -2.714590 2.463398 -2.8 -1.5 -2.0 0.11
H -1.901825 1.477210 0.745956 0.9 2.8 -1.7 0.11
H 0.116172 3.586271 -3.967502 -1.1 -2.5 2.5 0.17
H -3.612765 1.172121 -0.176825 0.6 -2.8 -0.9 0.12
H 4.079901 -0.121427 -0.465785 -2.6 -3.6 3.1 0.22
O 1.089742 1.322303 -3.484711 0.2 -0.5 -0.6 0.12
H 2.061970 -3.724829 0.795238 -2.5 1.2 2.7 0.13
O 1.634297 1.311273 -0.344413 -1.0 -1.0 -0.9 0.06
H -2.625194 3.189772 0.119946 1.8 -2.6 -1.4 0.13
H 1.743590 -1.706992 -1.012557 1.2 -2.5 -2.2 0.08
C 0.934266 -0.784279 2.175497 -0.2 4.7 2.0 -0.25

---

25
Properties=species:S:1:pos:R:3:forces:R:3:lowdin_charge:R:1 method="wB97M-V/def2-TZVPD" homo_ev=-13.18 total_charge=+1 gap_ev=10.176 energy_ha=-866.28180 e_lumo_ev=-3.0 de_lowest_ev=1.502
N -1.796164 -1.356262 -1.025481 -0.1 -2.7 -0.2 0.08
F -1.122258 -2.036224 2.899778 -0.6 0.6 -0.3 0.13
C 2.744059 0.558346 1.078971 0.7 -2.4 0.1 -0.01
C -0.669799 0.491312 -2.040619 -0.7 -1.9 0.4 -0.09
H -2.498956 0.311822 1.784533 -0.9 -1.1 -0.6 0.17
H -1.638776 1.700994 -0.195302 1.1 -1.0 -0.9 0.19
H 2.401653 1.393467 1.680626 0.6 0.0 0.4 0.09
N 0.824967 0.753217 -2.137233 -3.2 0.0 2.6 0.21
N -2.067156 -0.426204 -0.094440 4.1 4.6 -4.2 -0.08
H 3.897260 0.286209 1.066143 -2.5 1.1 0.4 0.15
C -0.948467 -0.982463 2.066133 2.3 -2.2 1.2 -0.53
H 1.332031 0.680282 -2.996258 0.6 -0.1 0.1 0.17
C -1.073680 0.775892 -0.548193 -2.0 0.6 0.4 -0.07
H -0.844456 -1.663610 -2.817117 0.3 -1.9 -1.8 0.09
C -2.231566 -0.658067 1.279649 0.9 0.3 0.8 -0.04
H 2.216204 -0.401257 1.427785 0.7 1.6 -0.5 0.10
O 0.233291 0.794336 0.067146 -0.4 -0.1 -0.8 0.08
F 0.128512 -1.385440 1.300381 -1.1 0.2 -0.1 0.08
N 2.395877 0.827227 -0.331445 -1.2 -0.9 1.1 0.08
H -1.204541 0.957733 -2.854471 -0.1 0.6 0.1 0.15
H -2.898048 -1.521756 1.231629 -0.3 0.2 1.3 0.16
C -1.083653 -1.052589 -2.037741 -0.7 3.7 3.1 -0.02
H 3.162884 1.158273 -0.804175 1.6 0.6 -2.1 0.13
C 1.184655 0.784587 -0.847984 1.7 0.2 0.5 -0.34
F -0.443873 0.010174 2.847683 -0.9 0.0 -0.8 0.12

---

78
Properties=species:S:1:pos:R:3:forces:R:3:lowdin_spin:R:1 method="wB97M-V/def2-TZVPD" homo_ev="-8.16 / -8.11" spin_multiplicity=6 gap_ev="8.513 / 8.328" energy_ha=-4318.41235 e_lumo_ev="0.4 / 0.2" de_lowest_ev=0.000 s_squared=8.76
O 0.088421 1.450496 -0.487082 -0.1 0.0 0.1 0.23
C 1.258643 3.551953 -0.418032 -0.1 0.1 0.1 0.00
O -2.058170 0.227692 0.628290 -0.3 0.3 0.0 0.04
N 0.363725 2.433217 4.322851 0.8 -1.0 0.1 0.00
H 1.667105 -4.346317 2.787584 0.1 0.0 -0.1 0.00
H -1.556380 0.680304 -2.807415 0.1 0.1 -0.1 0.00
C 1.392092 0.828446 -3.122128 0.1 -0.1 -0.1 0.00
Cl 0.178297 -1.700242 -0.602540 -0.1 -0.5 -0.1 0.13
H 0.871747 -4.380145 -1.787342 -0.1 0.1 0.0 0.00
H -0.823538 3.693418 -0.016465 -0.1 0.0 -0.1 0.00
H 1.465418 3.594910 5.695268 -0.3 -0.6 0.0 0.00
H 1.465984 -8.326049 -3.343986 0.1 0.0 0.0 0.00
C 0.901026 -4.364329 3.556176 0.0 -0.1 0.0 0.00
H -1.690347 -3.867353 4.321507 0.0 0.0 0.0 0.00
Cl 0.195099 -5.597621 -4.856858 0.0 -0.1 0.2 0.00
C 1.172000 2.164410 -1.010238 0.0 0.0 -0.1 0.02
H -0.615899 -2.999982 5.429516 0.0 0.0 0.0 0.00
H 1.071929 0.717764 -4.154742 0.0 0.0 -0.1 0.00
H -3.206125 0.015829 -2.791385 -0.1 0.0 0.0 0.00
H 1.663368 1.807802 5.876858 -0.5 0.5 -0.3 0.00
H -0.699048 6.007148 0.873755 0.0 0.0 0.0 0.00
C -2.354194 0.300486 -2.174398 0.0 0.0 0.0 0.00
Si -0.027725 -6.392184 -2.923458 0.1 0.2 0.0 0.00
H 3.379792 3.691155 -0.654591 0.0 0.0 0.0 0.00
H 1.385486 -4.424561 4.531398 0.0 0.0 0.0 0.00
C -3.178445 2.597235 -1.820427 0.0 0.0 0.0 0.00
C 0.324219 -2.248987 2.528172 -0.3 0.1 0.1 0.00
H -0.631872 3.672449 -4.893257 0.0 0.0 0.0 0.00
H -0.205035 -8.739155 -3.703514 -0.1 0.0 -0.1 0.00
H 0.961298 0.021228 -2.532567 -0.1 -0.1 0.1 0.00
Cl 2.315994 0.058836 1.319702 0.5 -0.2 0.0 0.16
H 2.474559 0.681430 -3.093912 0.1 0.0 0.0 0.00
C 1.038695 2.152912 -2.527347 -0.1 0.3 -0.1 0.00
H 0.410458 4.125676 -2.643806 0.0 0.0 0.0 0.00
H 0.551515 2.409340 -5.212398 0.0 -0.1 0.0 0.00
H 0.131584 2.600629 6.411520 0.5 0.0 -0.5 0.00
H -1.977238 -0.552819 -1.625386 0.0 -0.1 0.1 0.00
H 1.049610 4.090856 -5.109746 0.0 0.0 0.0 0.00
H -2.481726 -6.684498 -3.122241 0.0 -0.1 -0.1 0.00
C 0.622445 1.439655 3.456017 -0.2 -0.5 -0.9 0.00
C 0.386135 3.339086 -4.675182 0.0 0.0 -0.2 0.00
H -2.095048 -5.113185 -2.434132 0.1 0.1 0.0 0.00
H -0.985823 4.101169 4.169805 0.3 -0.2 0.1 0.00
N -2.757167 1.339277 -1.242777 0.0 -0.1 0.4 0.02
H 1.049831 -5.810307 -0.775273 0.0 -0.1 0.1 0.00
C 0.939285 2.619059 5.648754 0.2 0.1 0.5 0.00
C 2.485247 4.201801 -0.319389 0.0 0.0 0.0 0.00
C 0.199882 5.502226 0.540718 0.0 0.0 0.0 0.00
C -2.530795 1.226636 0.058495 -0.1 -0.2 -0.3 0.01
C -0.548846 3.212015 3.733611 -1.8 1.3 -1.1 0.00
N 0.086830 -3.172134 3.463991 0.0 0.2 -0.2 0.00
H -4.020817 2.440667 -2.492665 0.0 0.0 0.0 0.00
H 1.309148 0.634996 3.674894 0.0 0.2 -0.2 0.00
H -2.827808 2.111927 0.636620 -0.1 0.0 -0.1 0.00
C 0.437466 -8.198451 -3.010958 -0.1 0.1 0.0 0.00
H 0.342923 -8.668411 -2.031443 0.0 0.0 0.1 0.00
H -1.995020 -6.559574 -1.434532 0.0 0.0 0.1 0.00
H 3.536454 5.975428 0.265824 0.0 0.0 0.0 0.00
N -0.091475 1.553432 2.307358 0.7 0.4 2.9 0.05
H 2.110505 1.653504 -0.767996 0.1 0.0 0.0 0.00
C -1.815701 -6.165310 -2.435494 0.1 0.0 -0.1 0.00
C -0.840019 2.667629 2.503723 0.2 0.7 1.5 0.01
H -1.560574 3.097296 1.855400 -0.2 -0.1 -0.6 0.00
H -3.478354 3.287938 -1.037271 0.0 0.0 0.1 0.00
C 0.609087 3.219178 -3.205612 0.1 -0.1 0.3 0.00
Fe 0.051174 0.119815 0.833577 0.4 0.0 -1.4 4.24
O -0.342845 -1.208170 2.409879 0.1 -0.6 0.5 0.05
H 0.290400 -5.257187 3.418423 0.0 0.0 0.0 0.00
C 2.573079 5.486097 0.197628 0.0 0.0 0.0 0.00
C 0.121350 4.214042 0.031286 0.2 0.0 -0.1 0.00
H 2.155242 -5.535549 -2.118268 0.1 0.0 -0.1 0.00
H -1.527641 -2.105590 4.197222 -0.1 0.1 0.0 0.00
C 1.427178 6.146450 0.622722 0.0 0.0 0.0 0.00
H -2.353637 3.036691 -2.381696 0.1 0.0 0.0 0.00
H 1.492221 7.151979 1.019012 0.0 0.0 0.0 0.00
C 1.119044 -5.440155 -1.798870 -0.1 -0.1 -0.2 0.00
H 1.155066 -2.467567 1.859519 0.1 0.0 -0.1 0.00
C -1.000748 -3.027780 4.409745 0.0 0.0 0.0 0.00

---

16
Properties=species:S:1:pos:R:3:forces:R:3:lowdin_charge:R:1 method="wB97M-V/def2-TZVPD" homo_ev="-17.78 / -18.08" total_charge=+2 gap_ev="6.800 / 7.210" energy_ha=-321.28621 e_lumo_ev="-11.0 / -10.9" de_lowest_ev=3.108
H 1.343700 1.562281 -0.997497 2.5 1.4 -0.8 0.17
C -0.560787 1.426361 -0.738458 -3.0 -1.5 0.6 0.03
H -2.594706 1.283999 -0.616374 1.9 -0.3 0.7 0.23
H 2.730312 0.310606 1.085358 -0.3 -1.1 -0.6 0.16
C -1.941364 -0.074060 0.780683 1.2 0.6 1.4 -0.10
C 0.966577 -0.149076 0.075217 0.8 0.4 -1.0 0.04
N -1.673610 0.873637 -0.207329 -1.3 0.4 -2.2 0.10
H -3.560309 -1.043271 -0.155177 1.5 0.2 2.7 0.22
H 3.031978 -0.619832 -0.433430 -0.7 0.0 0.5 0.16
H -0.749242 2.159850 -1.487747 0.1 0.8 -0.1 0.17
H 0.084647 -0.756055 0.232801 0.2 -0.2 0.3 0.12
N -2.925008 -0.892680 0.764881 -2.8 -0.3 -0.9 0.15
C 2.320046 -0.536288 0.430926 0.4 1.1 0.7 0.03
N 0.705419 0.980975 -0.568217 -2.7 -1.9 1.5 0.17
H -3.357226 -1.277481 1.732168 1.6 0.8 -2.9 0.23
H 2.243228 -1.451323 0.991216 0.5 -0.4 0.2 0.11